Here is C4H6N2O2 in the gas phase at a distorted geometry from the Open Molecules 2025 dataset. Energies are from the ωB97M-V functional and the def2-TZVPD basis.

The total charge is 0. Its frontier orbital gap is 10.405 eV. For the energy relative to the best compared isomer or geometry (same formula, charge and spin), the calculation gives 138.4 kJ/mol. Its calculated total energy is -415.98792 Ha. For the LUMO energy, the calculation gives 0.54 eV.

Each line ends with the Mulliken charge.
Geometry (Å):
C1 -0.707 0.160 1.213  -1.486
C2 -0.192 -0.068 -0.206  1.228
N1 -1.302 -0.100 -1.135  -0.640
C3 0.771 1.162 -0.597  -0.237
O1 0.346 2.246 -0.988  -0.444
N2 0.507 -1.350 -0.325  -0.546
C4 1.642 -1.321 0.009  0.611
O2 2.769 -1.341 0.335  -0.454
H1 -1.365 -0.658 1.531  0.382
H2 -1.272 1.096 1.285  0.387
H3 0.117 0.215 1.932  0.359
H4 -2.133 -0.510 -0.719  0.265
H5 -1.033 -0.633 -1.959  0.272
H6 1.851 1.102 -0.377  0.301